Formula: C32H41AsIN8O2PdS2
Source: the Open Molecules 2025 dataset
Level of theory: the ωB97M-V functional and the def2-TZVPD basis

CARTESIAN COORDINATES (ANGSTROEM)
Pd: -1.61732 -0.29458 -0.63248
N: -1.71397 -2.36485 0.70182
N: -2.53398 -2.34217 1.83967
C: -3.83762 -1.98400 1.74808
N: -4.54022 -1.99308 2.88685
N: -4.23311 -1.69556 0.52588
N: -5.51662 -1.25369 0.34203
O: -6.22375 -0.89237 1.28363
O: -5.88662 -1.22428 -0.81243
H: -1.81369 -3.24936 0.21158
H: -0.75361 -2.24058 1.00915
H: -2.19046 -2.78279 2.67907
H: -4.14204 -2.33335 3.74302
H: -5.48708 -1.64756 2.84868
C: -1.41586 4.45023 -4.41674
C: -1.36577 3.25012 -3.51273
S: -1.81442 3.37046 -1.96317
C: -0.80497 1.96472 -4.12861
C: -0.06206 2.12580 -5.42115
S: -0.94451 0.47726 -3.49019
H: -2.09841 5.18874 -4.00668
H: -1.70986 4.20450 -5.43528
H: -0.42042 4.90182 -4.46488
H: -0.72079 2.51586 -6.19802
H: 0.34633 1.17445 -5.74780
H: 0.74684 2.85130 -5.29992
C: 0.05700 -3.79068 5.46938
C: 0.22330 -2.78177 4.36692
C: -0.45607 -1.56705 4.38796
C: -0.29177 -0.61593 3.38354
C: -1.09685 0.65645 3.46373
C: 0.60602 -0.87789 2.33680
As: 0.63761 0.42183 0.86726
N: 0.29209 -0.76164 -0.46847
C: 0.91516 -1.35240 -1.56339
C: 0.17103 -2.26967 -2.31975
C: 0.72228 -2.91254 -3.41760
C: 2.03520 -2.66654 -3.78232
C: 2.78549 -1.77129 -3.03319
C: 2.24025 -1.11575 -1.93871
C: 2.44128 1.16505 0.67223
C: 3.44279 1.08075 1.65145
C: 3.28531 0.42606 3.00101
C: 4.67410 1.67760 1.38561
C: 4.92664 2.38485 0.22117
C: 6.26277 3.02185 -0.03602
C: 3.88759 2.52992 -0.68861
C: 2.64690 1.94944 -0.47674
C: 1.56551 2.17052 -1.49387
C: 1.32059 -2.08372 2.30961
C: 2.34232 -2.40207 1.25062
C: 1.09965 -3.02088 3.31454
H: -0.78411 -3.54188 6.11559
H: 0.95383 -3.82582 6.09043
H: -0.09709 -4.79275 5.06761
H: -1.12798 -1.34899 5.21258
H: -1.64176 0.70145 4.40560
H: -1.81973 0.71763 2.64758
H: -0.46611 1.54456 3.39903
H: -0.85283 -2.47246 -2.02217
H: 0.12217 -3.61391 -3.98341
H: 2.47314 -3.16916 -4.63425
H: 3.81554 -1.57472 -3.30342
H: 2.84898 -0.42306 -1.37171
H: 2.30554 0.60549 3.43846
H: 4.03182 0.82608 3.68488
H: 3.43229 -0.65359 2.94993
H: 5.45370 1.60113 2.13563
H: 6.97274 2.79064 0.75616
H: 6.16577 4.10694 -0.09993
H: 6.68043 2.67511 -0.98212
H: 4.04351 3.12391 -1.58340
H: 1.84460 2.97878 -2.17038
H: 0.61696 2.43958 -1.02671
H: 1.39614 1.27504 -2.09473
H: 2.72280 -1.50622 0.76668
H: 1.92511 -3.04549 0.47319
H: 3.18695 -2.92983 1.69559
H: 1.65836 -3.95164 3.28959
I: -6.43656 3.65530 -0.33732
C: -5.14894 2.18239 -0.96477
C: -5.15903 1.52042 -2.17374
N: -4.13472 0.65618 -2.14780
N: -3.46631 0.70655 -0.99328
C: -4.07167 1.63329 -0.26177
H: -5.82188 1.59430 -3.01889
H: -3.88998 -0.03394 -2.83679
H: -3.71381 1.87716 0.72550

Calculated values
LUMO energy (spin up / spin down), eV: -4.25 / -4.23
Relative energy (zero: lowest compared OMol25 entry of this formula, charge and spin), kcal per mole: 42.8
Total charge: +1
HOMO (spin up / spin down), eV: -9.97 / -9.95